C39H30AsMoN4O6S9 | ωB97M-V/def2-TZVPD

Cartesian coordinates (Å):
Mo  0.8024  0.2451  0.2207
S  -2.0981  -2.4385  2.9879
C  -1.0316  -1.5822  2.0397
S  0.1486  -0.4606  2.5833
S  -0.9604  -1.5936  0.3243
C  1.9922  2.4879  2.8640
C  2.8758  1.3693  2.4532
N  2.6000  0.5069  1.5116
C  3.6247  -0.3994  1.3340
C  4.6933  -0.2263  2.1513
S  4.4148  1.1162  3.1709
C  3.4208  -1.4110  0.3117
C  4.2869  -2.3792  -0.0720
S  3.5690  -3.3341  -1.2895
C  2.1438  -2.3638  -1.2330
N  2.1988  -1.3963  -0.3489
C  1.0254  -2.6572  -2.1700
H  1.8008  3.1210  1.9968
H  2.4490  3.0824  3.6548
H  1.0345  2.0984  3.2109
H  5.5939  -0.8136  2.2042
H  5.2756  -2.5702  0.3092
H  1.1329  -3.6609  -2.5821
H  1.0114  -1.9401  -2.9924
H  0.0783  -2.5974  -1.6370
C  -1.5938  4.4489  4.6737
C  -2.0819  3.1544  4.5623
C  -1.9340  2.4505  3.3746
C  -1.2958  3.0370  2.2854
C  -0.8051  4.3329  2.4043
C  -0.9552  5.0380  3.5910
As  -1.0157  1.9906  0.6557
C  -1.3240  3.3687  -0.6850
C  -0.4340  4.3349  -1.1278
C  -0.8066  5.1986  -2.1495
C  -2.0613  5.0834  -2.7328
C  -2.9528  4.1167  -2.2958
C  -2.5892  3.2566  -1.2667
C  -3.4434  2.1947  -0.6983
C  -4.7447  1.9117  -1.1084
C  -5.4639  0.9170  -0.4653
C  -4.8881  0.1921  0.5719
C  -3.5810  0.4458  0.9654
C  -2.8642  1.4520  0.3346
H  -1.7121  4.9976  5.6001
H  -2.5765  2.6839  5.4030
H  -2.3012  1.4335  3.3085
H  -0.3151  4.8077  1.5621
H  -0.5766  6.0503  3.6667
H  0.5589  4.4088  -0.7011
H  -0.1098  5.9480  -2.5044
H  -2.3422  5.7436  -3.5438
H  -3.9212  4.0263  -2.7716
H  -5.1978  2.4630  -1.9237
H  -6.4772  0.6968  -0.7837
H  -5.4478  -0.5917  1.0681
H  -3.1419  -0.1564  1.7511
S  2.0576  2.1310  -0.9684
C  3.4484  1.3181  -1.5444
N  3.3127  0.4519  -2.5810
C  4.3148  -0.2715  -3.1045
C  5.5839  -0.1587  -2.6123
C  5.7955  0.7425  -1.5569
C  4.7566  1.4679  -1.0353
H  2.3627  0.3758  -3.0009
H  4.0411  -0.9253  -3.9208
H  6.3863  -0.7441  -3.0345
H  6.7904  0.8605  -1.1447
H  4.8979  2.1552  -0.2132
O  -1.3353  -0.6651  -3.7671
S  -0.3560  0.5885  -3.2373
O  0.9071  0.1899  -3.8433
O  -0.3931  0.4291  -1.7927
O  -0.9491  1.7828  -3.7370
O  -6.0657  1.7420  -4.4888
S  -5.7190  0.3785  -4.7600
O  -6.0644  -0.1867  -6.0310
N  -4.1002  0.1409  -4.4592
C  -3.9547  -0.6470  -3.4585
S  -2.4958  -1.1664  -2.7283
C  -5.1911  -1.1953  -2.8170
C  -5.3298  -2.0870  -1.7655
C  -6.6184  -2.4235  -1.3725
C  -7.7302  -1.8844  -2.0148
C  -7.5838  -0.9973  -3.0756
C  -6.2977  -0.6745  -3.4526
H  -4.4708  -2.4988  -1.2480
H  -6.7575  -3.1105  -0.5482
H  -8.7227  -2.1620  -1.6841
H  -8.4408  -0.5782  -3.5855

As for the HOMO energy: -0.1242 hartree. The calculation puts the energy at -8062.48353 a.u. The HOMO-LUMO gap is 4.964 eV. Its net charge is -1.